Record 1
C19H23FN2S in the gas phase. Source: the OMol25 dataset; level of theory: ωB97M-V/def2-TZVPD.

As for the charge: 0. Its structure (SMILES) is CCCc1ccc([C@@H](C)NC(=S)NCc2ccc(F)cc2)cc1. The multiplicity is 1. The orbital gap is 0.316 Ha. As for the LUMO energy: 0.61 eV.

```
46
C19H23FN2S | the OMol25 dataset | ωB97M-V/def2-TZVPD
C -2.7116 -2.1609 -2.2205
C -3.1156 -2.8488 -0.9228
C -3.8840 -1.9082 0.0162
C -3.0250 -0.7581 0.4520
C -3.1736 0.5067 -0.1044
C -2.3409 1.5445 0.2647
C -1.3243 1.3485 1.1959
C -0.4257 2.5231 1.5320
C 0.7516 2.1915 2.4539
N 0.0472 3.1629 0.3084
C 0.8025 2.5935 -0.6632
S 1.6082 3.5840 -1.7213
N 0.8270 1.2526 -0.7558
C 1.6469 0.5210 -1.6908
C 2.7545 -0.2010 -0.9688
C 2.8461 -1.5858 -0.9857
C 3.8522 -2.2358 -0.2922
C 4.7585 -1.4788 0.4261
F 5.7375 -2.1065 1.1120
C 4.6902 -0.0972 0.4644
C 3.6832 0.5350 -0.2394
C -1.1848 0.0885 1.7672
C -2.0262 -0.9462 1.3980
H -2.1740 -2.8522 -2.8654
H -2.0691 -1.3064 -2.0179
H -3.5906 -1.8082 -2.7554
H -3.7460 -3.7109 -1.1506
H -2.2220 -3.2139 -0.4117
H -4.7713 -1.5349 -0.4982
H -4.2091 -2.4742 0.8923
H -3.9495 0.6808 -0.8354
H -2.4646 2.5197 -0.1823
H -1.0488 3.2765 2.0317
H 1.3471 3.0887 2.6097
H 0.3954 1.8475 3.4211
H 1.3946 1.4311 2.0152
H 0.1411 4.1677 0.3324
H 0.3049 0.7128 -0.0805
H 1.0226 -0.1866 -2.2451
H 2.0616 1.2569 -2.3882
H 2.1295 -2.1641 -1.5505
H 3.9386 -3.3109 -0.3015
H 5.4179 0.4612 1.0316
H 3.6160 1.6127 -0.2334
H -0.4175 -0.1001 2.5019
H -1.9010 -1.9176 1.8545
```

Record 2
C19H23N3O3 in the gas phase. Source: the OMol25 dataset; level of theory: ωB97M-V/def2-TZVPD.

As for the charge: 0. Its structure (SMILES) is Cc1ccc(OCC(=O)NCCCNC(=O)c2cccnc2)cc1C. The multiplicity is 1. The orbital gap is 0.320 Ha. As for the LUMO energy: 0.44 eV.

```
48
C19H23N3O3 | the OMol25 dataset | ωB97M-V/def2-TZVPD
C -3.7594 -1.3855 -1.5768
C -2.4380 -1.4710 -0.8735
C -1.2551 -1.4019 -1.5912
C -0.0189 -1.5533 -0.9841
C 0.0390 -1.7801 0.3833
O 1.1912 -2.0171 1.0808
C 2.2925 -2.5266 0.3699
C 3.2428 -1.4918 -0.2362
O 4.0268 -1.8052 -1.1127
N 3.1853 -0.2748 0.3245
C 4.1557 0.7409 -0.0005
C 3.5751 1.9456 -0.7433
C 2.6100 2.7761 0.1198
N 1.2188 2.5100 -0.1653
C 0.4539 1.6847 0.5839
O 0.8983 1.0601 1.5304
C -0.9844 1.6702 0.2006
C -1.4383 1.8353 -1.1044
C -2.8013 1.9003 -1.3341
C -3.6579 1.7887 -0.2495
N -3.2397 1.5854 0.9884
C -1.9409 1.5188 1.2040
C -1.1416 -1.7968 1.1205
C -2.3755 -1.6529 0.5131
C -3.6246 -1.7156 1.3368
H -4.2603 -2.3539 -1.5529
H -4.4136 -0.6622 -1.0940
H -3.6239 -1.0984 -2.6168
H -1.2945 -1.2435 -2.6604
H 0.8818 -1.5045 -1.5779
H 2.8832 -3.0882 1.1040
H 1.9805 -3.2235 -0.4174
H 2.4546 -0.0620 0.9986
H 4.6384 1.0825 0.9217
H 4.9027 0.2537 -0.6340
H 4.4088 2.5735 -1.0592
H 3.0572 1.6000 -1.6397
H 2.7673 2.5495 1.1775
H 2.7843 3.8434 -0.0386
H 0.8075 2.9885 -0.9495
H -0.7477 1.8911 -1.9347
H -3.1907 2.0302 -2.3317
H -4.7312 1.8569 -0.3749
H -1.6274 1.3527 2.2252
H -1.0681 -1.9504 2.1858
H -3.3914 -1.9900 2.3618
H -4.3215 -2.4454 0.9282
H -4.1175 -0.7435 1.3471
```

Record 3
C19H23N3O3 in the gas phase. Source: the OMol25 dataset; level of theory: ωB97M-V/def2-TZVPD.

As for the charge: 0. Its structure (SMILES) is CC(C)(C)c1ccc(OCC(=O)NNC(=O)Nc2ccccc2)cc1. The multiplicity is 1. The orbital gap is 0.329 Ha. As for the LUMO energy: 0.50 eV.

```
48
C19H23N3O3 | the OMol25 dataset | ωB97M-V/def2-TZVPD
C 5.0450 -0.7941 -0.6151
C 4.1114 -1.7700 -1.3360
C 4.5930 -1.9102 -2.7869
C 4.1975 -3.1283 -0.6256
C 2.6646 -1.3026 -1.3350
C 1.6896 -2.0795 -1.9506
C 0.3567 -1.7088 -1.9732
C -0.0363 -0.5271 -1.3644
O -1.3272 -0.0542 -1.3160
C -2.3733 -0.8764 -1.7912
C -3.6860 -0.2144 -1.3702
O -4.6564 -0.8188 -0.9916
N -3.6236 1.1422 -1.4722
N -4.5275 1.9904 -0.8483
C -4.4604 2.2522 0.5233
O -5.3769 2.8150 1.0708
N -3.2678 1.8956 1.0790
C -2.8347 2.0596 2.3982
C -1.6041 1.5031 2.7414
C -1.1119 1.6409 4.0247
C -1.8394 2.3334 4.9783
C -3.0628 2.8845 4.6370
C -3.5659 2.7545 3.3552
C 0.9243 0.2686 -0.7503
C 2.2501 -0.1164 -0.7387
H 6.0623 -1.1787 -0.6445
H 5.0413 0.1805 -1.0975
H 4.7607 -0.6784 0.4281
H 4.5132 -0.9559 -3.3034
H 5.6334 -2.2272 -2.8062
H 4.0045 -2.6430 -3.3317
H 5.2296 -3.4706 -0.5967
H 3.8337 -3.0417 0.3961
H 3.6039 -3.8816 -1.1358
H 1.9607 -3.0066 -2.4319
H -0.3586 -2.3471 -2.4680
H -2.3401 -0.9707 -2.8858
H -2.3379 -1.8763 -1.3448
H -2.7626 1.5707 -1.7923
H -5.4704 1.9819 -1.2191
H -2.6240 1.3746 0.4973
H -1.0369 0.9580 1.9985
H -0.1570 1.2050 4.2798
H -1.4542 2.4408 5.9811
H -3.6358 3.4242 5.3762
H -4.5189 3.1799 3.0898
H 0.6171 1.1921 -0.2832
H 2.9580 0.5310 -0.2488
```

Record 4
C19H23N3O3S in the gas phase in a non-equilibrium geometry. Source: the OMol25 dataset; level of theory: ωB97M-V/def2-TZVPD.

As for the charge: 0. Its structure (SMILES) is CCCCOC(=O)c1ccc(-c2ccc(/C=N/NC(=S)NCC)o2)cc1. The multiplicity is 1. The orbital gap is 0.266 Ha. As for the LUMO energy: -0.45 eV.

```
49
C19H23N3O3S | the OMol25 dataset | ωB97M-V/def2-TZVPD
C -6.2800 -0.1888 2.1826
C -7.6617 -0.0544 1.5529
C -7.6307 0.4756 0.1184
C -6.9113 -0.4407 -0.8694
O -5.5054 -0.2018 -0.8339
C -4.6896 -1.2545 -0.7095
O -5.0684 -2.4011 -0.6544
C -3.2645 -0.8531 -0.6397
C -2.2990 -1.8531 -0.5324
C -0.9635 -1.5266 -0.4596
C -0.5583 -0.1877 -0.4922
C 0.8454 0.1463 -0.4175
C 1.4998 1.3625 -0.4440
C 2.8682 1.0860 -0.3390
C 2.9799 -0.2882 -0.2531
C 4.1163 -1.1397 -0.1289
N 5.2988 -0.6503 -0.0818
N 6.3363 -1.4776 0.0358
C 7.6455 -1.1086 0.0995
S 8.7689 -2.3184 0.2550
N 8.0215 0.1735 0.0395
C 7.1974 1.3569 -0.0968
C 8.0849 2.5903 -0.1364
O 1.7526 -0.8492 -0.3015
C -1.5320 0.8115 -0.5981
C -2.8679 0.4829 -0.6706
H -6.3719 -0.4245 3.2406
H -5.7103 -0.9856 1.7124
H -5.7211 0.7395 2.0839
H -8.1602 -1.0262 1.5649
H -8.2622 0.6328 2.1539
H -8.6571 0.6050 -0.2298
H -7.1408 1.4511 0.0967
H -7.0994 -1.4958 -0.6457
H -7.2425 -0.2287 -1.8919
H -2.6235 -2.8824 -0.5083
H -0.2156 -2.3000 -0.3773
H 1.0511 2.3307 -0.5292
H 3.6807 1.7818 -0.3257
H 3.9222 -2.2152 -0.0766
H 6.1851 -2.4886 0.0902
H 9.0194 0.3139 0.0997
H 6.5006 1.4146 0.7456
H 6.6046 1.2834 -1.0140
H 8.7686 2.5427 -0.9810
H 7.4741 3.4828 -0.2389
H 8.6648 2.6741 0.7800
H -1.2332 1.8475 -0.6224
H -3.6163 1.2552 -0.7520
```

Record 5
A molecular structure, C19H23N3O6S2 in a non-equilibrium geometry. Source: the OMol25 dataset; level of theory: ωB97M-V/def2-TZVPD.

As for the charge: 0. The multiplicity is 1. The orbital gap is 0.280 Ha. As for the LUMO energy: -0.94 eV.

```
53
C19H23N3O6S2 | the OMol25 dataset | ωB97M-V/def2-TZVPD
C -3.8539 -4.4151 1.4352
C -2.3280 -4.0543 0.9531
H -1.7410 -3.6847 1.8169
H -1.9374 -4.8966 0.3988
O -2.4322 -3.1269 -0.1120
C -2.6141 -1.8171 0.6275
O -2.8032 -1.6368 1.9208
C -2.4701 -0.6504 -0.5447
C -2.1848 -0.6816 -1.8552
N -1.9104 0.4644 -2.3318
C -2.1444 1.6712 -1.4523
N -1.9852 2.8927 -1.8891
C -1.0828 3.5196 -1.2081
O -0.9930 4.9344 -1.4303
C -0.4051 3.0990 -0.0464
C 0.2678 1.9175 0.0087
C 0.9356 1.1350 1.0108
C 0.7605 1.7621 2.3158
C 0.2383 3.1233 2.3565
C -0.5156 3.7212 1.4787
C -1.3261 4.9131 1.5062
H -2.4623 4.7795 1.7309
H -1.0479 5.4645 2.6209
H -1.1483 5.6978 0.9892
H 0.0599 3.6070 3.1703
H 1.3135 1.2928 3.0484
S 1.5819 -0.5098 0.6351
O 2.2618 -0.6523 1.7871
O 0.4496 -1.1627 0.1709
N 2.6852 0.0047 -0.5231
C 3.9215 0.6951 -0.1705
H 3.6652 1.1896 0.6170
C 4.9141 -0.4963 0.2832
H 5.8530 -0.2613 0.4515
O 5.0154 -1.5158 -0.7975
C 3.8592 -1.8317 -1.1292
H 4.0676 -2.7271 -2.1460
C 2.8205 -0.9455 -1.3560
H 1.8234 -1.3578 -1.7931
H 3.0730 -0.3382 -2.4298
H 3.4695 -2.6549 -0.1505
H 4.3553 -0.9824 1.3885
H 4.2374 1.1526 -0.8935
H 0.4062 1.3752 -1.0717
H -2.2979 3.1608 -2.7750
S -2.3965 0.8997 0.1270
C -1.8471 -2.0341 -2.5404
H -0.9721 -2.6470 -2.1303
H -2.7893 -2.4620 -2.6665
H -1.8347 -1.5668 -3.5547
H -4.4697 -4.5885 0.4169
H -4.3418 -3.5470 1.8359
H -3.7004 -5.2279 1.8961
```

Record 6
A molecular structure, C19H23N3O9P2Re. Source: the OMol25 dataset; level of theory: ωB97M-V/def2-TZVPD.

As for the charge: +2. Its expectation value of S² is 1.12. The multiplicity is 2. The orbital gap (alpha / beta) is 0.226 / 0.222 Ha. As for the LUMO energy (alpha / beta): -7.38 / -7.78 eV.

```
57
C19H23N3O9P2Re | the OMol25 dataset | ωB97M-V/def2-TZVPD
Re -0.1167 -0.6273 -0.1570
C -0.9321 -0.7958 2.9418
O 0.0795 -0.9060 1.9019
C 1.4377 -1.0221 2.2878
C 1.8312 -1.2223 3.5909
C 3.1952 -1.3472 3.8481
C 4.1203 -1.2743 2.8194
C 3.7081 -1.0648 1.5109
C 2.3558 -0.9329 1.2407
N 1.8065 -0.6561 -0.0568
N 2.6824 -0.2550 -0.9457
C 2.3153 -0.0075 -2.1898
C 1.0290 -0.3127 -2.7836
O 0.0077 -0.7440 -2.0753
C 0.8419 -0.2381 -4.1702
C 1.8564 0.2108 -4.9660
C 3.1309 0.5847 -4.4531
C 4.1340 1.0527 -5.3170
C 5.3657 1.4057 -4.8150
C 5.6097 1.2983 -3.4443
C 4.6349 0.8425 -2.5781
C 3.3819 0.4754 -3.0710
H -0.9489 -1.7174 3.5190
H -0.6974 0.0625 3.5676
H -1.8676 -0.6426 2.4150
H 1.1189 -1.2825 4.3996
H 3.5253 -1.5069 4.8648
H 5.1743 -1.3787 3.0340
H 4.4210 -0.9992 0.7030
H -0.1245 -0.5062 -4.5695
H 1.6927 0.2973 -6.0336
H 3.9254 1.1314 -6.3758
H 6.1409 1.7662 -5.4764
H 6.5774 1.5800 -3.0520
H 4.8404 0.7791 -1.5203
C -3.2186 3.1536 -1.6518
C -2.5205 2.2119 -0.6674
O -2.9339 2.4246 0.6832
P -3.0893 0.5049 -0.9041
O -3.0489 0.0909 -2.4101
O -4.5996 0.4764 -0.5133
O -2.2413 -0.4588 -0.0986
P -0.6947 2.3752 -0.8289
O -0.4871 3.7396 -0.0558
O -0.2139 2.3009 -2.2099
O -0.1139 1.2829 0.1600
H -4.3012 3.0462 -1.5828
H -2.8850 2.9723 -2.6730
H -2.9667 4.1843 -1.3981
H -2.6592 3.3079 0.9671
H -3.7961 0.3478 -2.9697
H -4.8367 0.8989 0.3275
H 0.1219 4.3612 -0.4788
N -0.5543 -2.7548 -0.2621
H -0.3973 -3.1203 -1.2007
H -1.5416 -2.9038 -0.0536
H -0.0185 -3.3397 0.3772
```

Record 7
C19H23N5O3 in the gas phase in a non-equilibrium geometry. Source: the OMol25 dataset; level of theory: ωB97M-V/def2-TZVPD.

As for the charge: 0. Its structure (SMILES) is CCOc1ccc2cc(-c3nn([C@@H](C)[C@@H](C)O)c(N)c3C(N)=O)cnc2c1. The multiplicity is 1. The orbital gap is 0.300 Ha. As for the LUMO energy: 0.00 eV.

```
50
C19H23N5O3 | the OMol25 dataset | ωB97M-V/def2-TZVPD
C 7.0811 2.5529 -0.0916
C 6.9939 1.7321 1.1885
O 5.8862 2.2277 1.9638
C 4.6131 1.8228 1.6370
C 3.5827 2.4242 2.3606
C 2.2680 2.1033 2.1131
C 1.9262 1.0741 1.1592
C 0.5979 0.6770 1.0194
C 0.3206 -0.4200 0.1838
C -1.0706 -0.8635 0.0749
N -2.0162 0.0018 -0.1777
N -3.2078 -0.6861 -0.3093
C -4.4919 -0.1658 -0.8148
C -4.7597 1.2563 -0.3536
C -4.5207 -0.3368 -2.3594
C -5.8923 -0.1126 -3.0027
O -3.6661 0.6103 -2.9851
C -2.9686 -2.0369 0.0490
N -3.7585 -3.1457 0.0660
C -1.6146 -2.1776 0.2762
C -0.9410 -3.3905 0.7162
N 0.1958 -3.3894 1.4276
O -1.3432 -4.5027 0.4225
C 1.3552 -1.0732 -0.4577
N 2.6390 -0.6653 -0.3067
C 2.9566 0.3681 0.5084
C 4.2870 0.7645 0.7347
H 7.2911 3.6137 0.1627
H 6.1730 2.4621 -0.6537
H 7.8767 2.1692 -0.7583
H 6.9465 0.6366 0.9690
H 7.8765 1.9231 1.7851
H 3.8982 3.2025 3.0669
H 1.4805 2.5706 2.6780
H -0.2201 1.2303 1.4903
H -5.2736 -0.7875 -0.3938
H -4.0230 1.8886 -0.8059
H -4.6795 1.3381 0.7251
H -5.7659 1.5969 -0.6677
H -4.1939 -1.3406 -2.6197
H -6.3413 0.8641 -2.7275
H -5.7710 -0.1569 -4.0893
H -6.6289 -0.8713 -2.7265
H -2.8466 0.6875 -2.4547
H -4.5677 -3.1250 -0.5553
H -3.2358 -4.0163 0.1686
H 0.5355 -4.2723 1.8019
H 0.7535 -2.5486 1.5516
H 1.2270 -1.9364 -1.1423
H 5.0368 0.2229 0.1530
```

Record 8
C19H23N5O3 in the gas phase in a non-equilibrium geometry. Source: the OMol25 dataset; level of theory: ωB97M-V/def2-TZVPD.

As for the charge: 0. Its structure (SMILES) is CC(C)(O)c1ccc(-c2cnc3c(n2)N(C2CCOCC2)C(=O)CN3)cn1. The multiplicity is 1. The orbital gap is 0.294 Ha. As for the LUMO energy: -0.12 eV.

```
50
C19H23N5O3 | the OMol25 dataset | ωB97M-V/def2-TZVPD
C -0.3817 5.9454 1.3995
C 0.8273 5.6164 0.5525
C 0.5159 6.3845 -0.8530
O 1.8396 6.4114 1.1083
C 1.0559 4.0675 0.4894
C 0.2829 3.2726 -0.3036
C 0.5328 1.8983 -0.2404
C 1.5235 1.3482 0.5010
C 1.6852 -0.0482 0.4139
C 2.9071 -0.5563 0.7767
N 3.2012 -1.8417 0.6413
C 2.2713 -2.6670 0.1652
C 0.9560 -2.1730 -0.1935
N 0.7270 -0.8385 -0.1312
N -0.1396 -3.0100 -0.6220
C -1.5122 -2.4620 -0.7134
C -2.1525 -2.4002 0.6506
C -3.0244 -3.5685 1.0596
O -4.0010 -3.5759 0.1049
C -3.5459 -4.0324 -1.2007
C -2.4343 -2.9979 -1.7498
C 0.1012 -4.4076 -0.7485
O -0.7523 -5.2782 -0.9145
C 1.6200 -4.8896 -0.8477
N 2.6850 -3.9813 -0.1841
C 2.3758 2.3188 1.2175
N 2.1107 3.6478 1.2239
H -0.4948 6.9482 1.6285
H -0.3366 5.3847 2.4382
H -1.3191 5.5712 0.8587
H -0.6448 6.4804 -1.0675
H 0.9003 5.8367 -1.7634
H 0.9165 7.3681 -0.7107
H 2.5903 5.8103 1.2501
H -0.4928 3.8069 -0.8058
H -0.2193 1.3188 -0.7671
H 3.6728 0.0371 1.2714
H -1.4632 -1.4367 -1.0352
H -2.7023 -1.4302 0.8037
H -1.3853 -2.1964 1.3979
H -2.5556 -4.5477 1.0129
H -3.4300 -3.3520 1.9759
H -3.2977 -5.1210 -1.1554
H -4.4535 -3.9654 -1.8496
H -2.8569 -2.0310 -2.1197
H -1.8538 -3.4633 -2.6082
H 1.6429 -5.9229 -0.5663
H 1.7715 -4.9863 -1.9795
H 3.4003 -4.3815 0.3749
H 3.3368 2.0897 1.8142
```